1.
Density functional theory data (ωB97M-V/def2-TZVPD) for a single C5H8OS2 molecule in a non-equilibrium geometry.

Structure (XYZ):
```
16
C5H8OS2 ωB97M-V/def2-TZVPD
S -3.09 0.52 -0.67
S 0.70 0.04 1.49
O -1.18 1.97 0.18
C -1.70 0.75 0.17
C -0.89 -0.36 0.89
C 1.65 -0.34 -0.06
C 1.41 0.51 -1.33
C -1.44 -1.52 1.18
H 2.67 -0.20 0.24
H -0.95 -2.32 1.71
H 2.05 0.11 -2.15
H 1.46 -1.39 -0.26
H -2.46 -1.69 0.84
H 1.70 1.54 -1.13
H 0.38 0.42 -1.67
H -0.31 1.96 0.58
```

For the gap between HOMO and LUMO, the calculation gives 8.32 eV. Its net charge is 0. The value obtained for the energy relative to the best compared isomer or geometry (same formula, charge and spin) is 0.962 eV. The value obtained for the HOMO energy is -8.612 eV. The calculated total energy comes out at -1066.89602 a.u. The spin multiplicity is 1.

Which charges does Löwdin predict for the atoms? In e, they are:
1. S 0.707
2. S 0.921
3. O -0.036
4. C -0.863
5. C -0.639
6. C -0.475
7. C -0.131
8. C 0.008
9. H 0.053
10. H 0.070
11. H 0.087
12. H 0.071
13. H 0.056
14. H 0.073
15. H 0.060
16. H 0.038

---

2.
Density functional theory data (ωB97M-V/def2-TZVPD) for 5 unconnected molecules or ions with the total composition C38H46F5NO13 in a non-equilibrium geometry.

Structure (XYZ):
```
103
C38H46F5NO13 ωB97M-V/def2-TZVPD
F -6.20 -1.04 -1.41
F -6.39 0.92 -0.28
F -1.73 -1.90 -3.02
F -6.44 -1.09 0.78
F -1.81 0.31 -3.23
O 2.74 -1.02 -6.73
O 3.76 -1.81 -8.58
O 0.48 2.61 -1.49
O -5.11 -1.61 5.21
O 4.64 -1.57 2.91
O 3.33 0.17 -2.73
O -3.47 -0.19 4.59
O -0.89 3.44 7.42
O 2.81 -0.41 3.52
O 1.30 0.54 -0.87
O -0.91 -1.76 -5.81
O 0.53 0.77 -2.93
O 0.69 3.40 5.80
N 1.11 -4.38 1.34
C 0.71 1.48 -1.72
C 4.33 2.20 -1.81
C -4.45 -0.43 5.25
C 0.77 -4.42 0.02
C 1.55 -1.03 -8.84
C -6.29 -1.53 6.03
C 3.83 1.45 4.51
C 4.60 0.76 -2.41
C 3.43 -1.90 -9.98
C 0.11 -0.89 -5.25
C -0.46 3.48 6.13
C 1.36 -0.79 -1.45
C 1.53 -3.17 1.79
C 2.71 -1.28 -7.90
C 1.27 -2.03 -0.53
C -1.64 3.58 5.19
C -5.89 -0.35 -0.25
C 2.93 -0.83 -1.79
C -2.32 3.44 7.45
C -6.01 -0.41 7.01
C -1.97 -0.58 -1.09
C -3.46 -0.57 -1.23
C 0.74 -1.42 -3.92
C 1.60 -2.02 0.90
C 3.56 3.08 -2.88
C 0.32 -0.63 -2.60
C -1.24 -0.71 -2.43
C 4.14 -0.57 3.34
C -4.33 -0.40 -0.09
C -2.75 4.04 6.12
C -1.50 -0.43 0.26
C 0.81 -3.38 -0.99
C 2.53 0.94 3.93
C 1.92 -1.89 -10.03
C -3.83 -0.24 1.29
C -2.35 -0.26 1.46
C 4.87 0.71 3.69
C -5.13 0.53 6.20
H 0.53 -2.53 -3.82
H -5.72 1.24 5.61
H 1.53 -2.90 -9.89
H 3.93 2.54 4.46
H 1.53 0.04 -9.09
H -1.45 4.31 4.40
H 3.14 -1.83 -2.25
H 5.77 0.50 4.26
H -2.75 5.13 6.19
H 1.86 -1.38 -4.09
H -4.48 -0.09 2.17
H -5.45 -0.79 7.86
H -1.85 2.60 4.76
H 1.95 -1.05 1.34
H -7.15 -1.31 5.39
H -0.29 0.16 -5.21
H 0.92 -0.87 -6.05
H 3.85 -2.81 -10.40
H -2.67 4.04 8.29
H 2.71 2.54 -3.37
H -2.67 2.42 7.57
H 3.91 1.16 5.56
H 3.73 2.09 -0.86
H 2.21 1.51 3.05
H 0.49 -3.55 -2.04
H 0.39 -5.41 -0.34
H 5.12 1.24 2.77
H 4.26 3.43 -3.67
H 3.12 3.98 -2.36
H -0.41 -0.40 0.44
H -6.92 0.06 7.39
H 3.44 -0.67 -0.80
H 0.61 -1.33 -8.39
H 5.15 0.87 -3.40
H 1.73 0.94 4.66
H 5.32 2.67 -1.59
H 1.52 -1.52 -10.98
H -3.96 -0.66 -2.22
H -1.87 -0.14 2.46
H -3.75 3.73 5.81
H 3.87 -1.04 -10.49
H 1.79 -3.06 2.87
H -6.46 -2.48 6.53
H -1.78 -1.50 -5.47
H 5.22 0.11 -1.74
H -4.41 1.05 6.82
```

For the gap between HOMO and LUMO, the calculation gives 9.57 eV. Its net charge is 0. The value obtained for the HOMO energy is -9.239 eV. The calculated total energy comes out at -3007.75303 a.u. The spin multiplicity is 1.

These are the Löwdin partial charges, in e, on atoms 1 to 99:
1. F 0.087
2. F 0.130
3. F 0.052
4. F 0.088
5. F 0.060
6. O 0.107
7. O 0.035
8. O 0.202
9. O 0.039
10. O 0.117
11. O -0.160
12. O 0.104
13. O 0.033
14. O -0.006
15. O 0.042
16. O -0.099
17. O 0.055
18. O 0.114
19. N 0.041
20. C -0.465
21. C -0.202
22. C -0.476
23. C -0.146
24. C -0.072
25. C -0.153
26. C -0.156
27. C -0.194
28. C -0.160
29. C -0.201
30. C -0.477
31. C -0.247
32. C -0.098
33. C -0.463
34. C -0.106
35. C -0.071
36. C -0.486
37. C -0.106
38. C -0.161
39. C -0.158
40. C -0.049
41. C 0.065
42. C -0.035
43. C -0.005
44. C -0.106
45. C -0.207
46. C -0.289
47. C -0.487
48. C -0.084
49. C -0.159
50. C 0.013
51. C 0.030
52. C -0.154
53. C -0.159
54. C 0.019
55. C -0.007
56. C -0.076
57. C -0.078
58. H 0.123
59. H 0.136
60. H 0.122
61. H 0.121
62. H 0.138
63. H 0.130
64. H 0.147
65. H 0.127
66. H 0.121
67. H 0.124
68. H 0.101
69. H 0.122
70. H 0.129
71. H 0.103
72. H 0.130
73. H 0.129
74. H 0.084
75. H 0.126
76. H 0.127
77. H 0.070
78. H 0.112
79. H 0.123
80. H 0.107
81. H 0.131
82. H 0.097
83. H 0.109
84. H 0.132
85. H 0.075
86. H 0.076
87. H 0.082
88. H 0.119
89. H 0.145
90. H 0.123
91. H 0.133
92. H 0.119
93. H 0.106
94. H 0.118
95. H 0.130
96. H 0.097
97. H 0.111
98. H 0.127
99. H 0.112

---

3.
Density functional theory data (ωB97M-V/def2-TZVPD) for 6 unconnected molecules or ions with the total composition C31H45BClN7OPS in a non-equilibrium geometry.

Structure (XYZ):
```
88
C31H45BClN7OPS ωB97M-V/def2-TZVPD
Cl -4.26 1.18 -1.47
S 1.44 2.43 -4.26
P -5.03 -1.91 -1.20
O -0.61 -4.19 -0.08
N 3.16 -7.55 2.56
N 1.18 6.19 2.22
N -3.31 -1.23 -1.08
N 2.06 2.66 1.84
N 1.36 -5.06 5.57
N -2.42 -2.19 -0.89
N -0.35 4.02 -6.87
C -0.82 5.30 -6.76
C -3.01 0.07 -1.19
C -1.15 -1.86 -0.81
C -1.28 1.95 -1.18
C 2.24 -2.50 0.06
C -0.12 -4.22 6.98
C 1.65 0.52 2.22
C 0.57 7.15 2.99
C -0.60 3.55 -8.13
C 0.17 -4.40 5.65
C 1.87 6.80 1.20
C 1.84 -5.31 6.83
C 1.69 8.15 1.32
C 1.37 -2.93 -1.16
C 3.84 -6.41 2.89
C 1.90 -5.86 1.89
C 1.98 -7.22 1.95
C 0.86 8.37 2.45
C -5.97 -1.00 0.06
C 0.94 -4.80 7.72
C 3.08 -5.34 2.49
C -0.76 -0.51 -0.88
C -5.58 -1.34 -2.85
C -1.68 0.51 -1.08
C 0.70 2.50 1.76
C -1.38 5.65 -7.96
C 0.07 2.18 -1.85
C -1.23 4.54 -8.84
C 0.15 1.61 -3.27
C 0.42 1.18 1.98
C 2.65 1.45 2.13
B -0.11 -3.07 -0.66
H 4.80 -6.46 3.38
H 1.79 -0.53 2.45
H -5.37 -0.29 0.63
H -6.25 -0.49 -2.84
H 0.29 -0.27 -0.79
H -6.40 -1.72 0.74
H 2.54 1.86 -3.76
H -0.39 -4.99 -0.57
H 0.06 3.34 1.54
H 1.86 -3.04 0.93
H 3.71 1.37 2.24
H 1.03 -4.83 8.80
H -6.03 -2.21 -3.32
H -6.78 -0.45 -0.40
H 2.77 -5.83 6.98
H 0.90 1.80 -1.26
H 1.46 -2.19 -1.95
H -0.37 -4.12 4.76
H 1.70 -3.89 -1.56
H 2.56 3.52 1.71
H -1.23 2.38 -0.18
H 3.48 -8.48 2.74
H 1.14 5.21 2.39
H 0.38 0.55 -3.27
H -0.77 1.80 -3.81
H 2.42 6.22 0.48
H 3.34 -4.30 2.61
H -2.02 2.51 -1.73
H 0.10 3.51 -6.14
H 1.82 -5.33 4.71
H -1.56 4.47 -9.86
H -0.02 6.87 3.85
H 1.30 -7.99 1.61
H 0.52 9.32 2.83
H 1.09 -5.29 1.47
H -4.70 -1.08 -3.44
H -1.00 -3.73 7.37
H 2.07 -1.45 0.23
H 2.10 8.90 0.66
H -1.83 6.60 -8.20
H -0.72 5.85 -5.84
H -0.57 0.74 1.99
H -0.29 2.56 -8.42
H 0.22 3.25 -1.92
H 3.28 -2.74 -0.13
```

For the gap between HOMO and LUMO, the calculation gives 5.21 eV. Its net charge is +1. The value obtained for the HOMO energy is -9.536 eV. The calculated total energy comes out at -2891.11253 a.u. The spin multiplicity is 1.

Which charges does Löwdin predict for the atoms? In e, they are:
1. Cl 0.885
2. S 0.760
3. P 0.975
4. O 0.165
5. N 0.018
6. N -0.007
7. N -0.234
8. N 0.019
9. N 0.011
10. N 0.129
11. N -0.007
12. C -0.145
13. C -0.578
14. C -0.083
15. C -0.159
16. C -0.068
17. C -0.116
18. C -0.106
19. C -0.135
20. C -0.143
21. C -0.151
22. C -0.150
23. C -0.140
24. C -0.105
25. C -0.133
26. C -0.130
27. C -0.116
28. C -0.126
29. C -0.102
30. C -0.301
31. C -0.112
32. C -0.135
33. C 0.077
34. C -0.304
35. C -0.168
36. C -0.157
37. C -0.110
38. C -0.265
39. C -0.109
40. C -0.541
41. C -0.115
42. C -0.112
43. B -0.429
44. H 0.113
45. H 0.092
46. H 0.025
47. H 0.030
48. H 0.121
49. H 0.035
50. H -0.132
51. H 0.125
52. H 0.104
53. H 0.057
54. H 0.117
55. H 0.090
56. H 0.035
57. H 0.042
58. H 0.105
59. H 0.104
60. H 0.093
61. H 0.098
62. H 0.109
63. H 0.139
64. H 0.110
65. H 0.151
66. H 0.099
67. H 0.062
68. H 0.077
69. H 0.099
70. H 0.092
71. H 0.095
72. H 0.040
73. H 0.104
74. H 0.091
75. H 0.108
76. H 0.110
77. H 0.095
78. H 0.069
79. H 0.038
80. H 0.087
81. H 0.045
82. H 0.094
83. H 0.091
84. H 0.103
85. H 0.095
86. H 0.104
87. H 0.106
88. H 0.087

---

4.
Density functional theory data (ωB97M-V/def2-TZVPD) for 7 unconnected molecules or ions with the total composition C25H53FO16S5 in a non-equilibrium geometry.

Structure (XYZ):
```
100
C25H53FO16S5 ωB97M-V/def2-TZVPD
S 3.32 -7.61 -0.39
S -4.89 -3.28 -5.01
S 1.06 0.34 2.59
S 3.69 -1.41 -0.83
S 1.52 6.36 4.29
F 1.32 5.69 -3.85
O -5.27 -3.14 -6.37
O -3.52 -3.42 -4.66
O 2.20 -6.78 0.36
O -2.10 3.84 1.07
O 4.21 -6.70 -1.02
O 1.21 5.28 5.18
O 2.62 -8.59 -1.15
O 1.88 0.87 1.55
O 2.42 5.81 3.11
O -0.26 -0.15 1.86
O -5.49 -2.01 -4.28
O 0.62 1.10 3.70
O 3.51 -1.79 0.52
O 4.11 -2.29 -1.86
O 2.16 7.54 4.74
O 2.28 -0.75 -1.27
C -0.28 3.98 -3.69
C -1.59 -1.40 0.36
C 3.14 4.06 1.61
C 1.04 4.63 -1.77
C 1.64 -5.39 2.20
C -5.47 -1.87 -2.86
C -3.86 2.40 1.66
C 2.60 -5.56 1.02
C -3.41 3.51 0.69
C -4.08 -1.95 -2.20
C 0.68 4.78 -3.10
C 4.61 0.07 -0.88
C -1.74 3.14 2.30
C -0.71 3.00 -1.51
C 4.15 -8.39 0.96
C 2.16 4.48 2.68
C 1.72 -1.16 3.22
C -0.96 3.09 -2.88
C -5.82 -4.58 -4.27
C -0.17 -0.93 0.65
C 2.10 -0.56 -2.70
C 0.07 6.83 3.42
C 0.37 3.69 -0.99
C -3.08 2.77 2.91
C 0.64 -0.37 -2.94
H 0.48 -1.79 0.76
H -1.66 2.38 -3.31
H 2.78 -1.10 3.45
H 5.62 -0.20 -0.55
H 2.08 -4.67 2.90
H 5.20 -8.49 0.72
H -6.14 -2.61 -2.42
H -0.71 7.09 4.14
H 3.68 -9.36 1.07
H 3.61 -5.74 1.39
H 1.15 4.40 2.26
H -0.34 5.96 2.90
H 0.76 -4.84 1.85
H 2.53 -4.68 0.39
H 0.30 7.63 2.74
H 2.69 0.32 -2.97
H 1.24 -1.34 4.19
H -1.21 2.26 1.91
H -3.57 3.67 3.29
H -3.49 3.15 -0.33
H 2.44 -1.43 -3.27
H 0.47 -0.25 -4.02
H -4.11 4.34 0.79
H -4.94 2.30 1.79
H 2.18 3.74 3.48
H 0.16 0.47 -2.45
H -2.97 2.01 3.67
H -4.17 -1.49 -1.22
H 0.18 -0.29 -0.16
H -1.10 3.74 2.94
H 0.56 3.70 0.07
H -5.88 -0.89 -2.61
H 4.15 4.22 1.98
H -5.47 -4.72 -3.26
H 3.98 -7.82 1.87
H -6.87 -4.31 -4.32
H -5.72 -5.47 -4.89
H 3.09 4.65 0.69
H 1.73 5.34 -1.34
H 1.37 -6.32 2.67
H 3.01 3.02 1.33
H -2.30 -0.60 0.53
H -1.19 2.25 -0.89
H -1.61 -1.96 -0.57
H 1.46 -2.00 2.58
H -0.41 3.90 -4.76
H 4.69 0.52 -1.87
H -3.84 -3.00 -2.00
H -3.58 1.41 1.26
H 0.12 -1.31 -2.74
H -1.82 -2.18 1.11
H -3.33 -1.50 -2.85
H 4.31 0.73 -0.07
```

For the gap between HOMO and LUMO, the calculation gives 9.48 eV. Its net charge is 0. The value obtained for the energy relative to the best compared isomer or geometry (same formula, charge and spin) is 0.626 eV. The value obtained for the HOMO energy is -9.353 eV. The calculated total energy comes out at -4278.89561 a.u. The spin multiplicity is 1.

These are the Löwdin partial charges, in e, on atoms 1 to 99:
1. S 0.556
2. S 0.547
3. S 0.550
4. S 0.556
5. S 0.546
6. F 0.054
7. O -0.253
8. O -0.270
9. O -0.267
10. O -0.160
11. O -0.268
12. O -0.267
13. O -0.263
14. O -0.270
15. O -0.229
16. O -0.264
17. O -0.248
18. O -0.253
19. O -0.267
20. O -0.248
21. O -0.254
22. O -0.284
23. C -0.011
24. C -0.049
25. C -0.063
26. C -0.006
27. C -0.058
28. C -0.252
29. C -0.168
30. C -0.241
31. C -0.223
32. C -0.084
33. C -0.285
34. C -0.118
35. C -0.173
36. C -0.108
37. C -0.112
38. C -0.276
39. C -0.114
40. C -0.088
41. C -0.124
42. C -0.249
43. C -0.240
44. C -0.119
45. C -0.061
46. C -0.152
47. C -0.062
48. H 0.107
49. H 0.106
50. H 0.084
51. H 0.081
52. H 0.073
53. H 0.075
54. H 0.111
55. H 0.081
56. H 0.073
57. H 0.106
58. H 0.096
59. H 0.049
60. H 0.071
61. H 0.115
62. H 0.080
63. H 0.119
64. H 0.077
65. H 0.099
66. H 0.121
67. H 0.109
68. H 0.117
69. H 0.092
70. H 0.118
71. H 0.111
72. H 0.118
73. H 0.055
74. H 0.120
75. H 0.070
76. H 0.089
77. H 0.108
78. H 0.090
79. H 0.121
80. H 0.087
81. H 0.067
82. H 0.062
83. H 0.080
84. H 0.079
85. H 0.069
86. H 0.112
87. H 0.081
88. H 0.055
89. H 0.066
90. H 0.097
91. H 0.072
92. H 0.046
93. H 0.117
94. H 0.073
95. H 0.072
96. H 0.095
97. H 0.085
98. H 0.084
99. H 0.081

---

Question: Among the records above, which one has the lowest gap between HOMO and LUMO?
Answer: C31H45BClN7OPS